# 1
{"formula": "C3H6N2O5", "method": "the ωB97M-V functional and the def2-TZVPD basis", "orbital_gap_ev": [9.07, 6.95], "max_force_ha_per_bohr": 0.0972, "charge": 0, "homo_ev": [-10.59, -8.83], "e_above_lowest_ev": 4.923, "e_tot_ha": -603.34705, "molar_mass_da": 150.1, "species": ["C", "C", "C", "N", "N", "O", "O", "O", "O", "O", "H", "H", "H", "H", "H", "H"], "coordinates": [[2.058, -0.390, 0.156], [0.844, -0.083, -0.619], [-0.243, 0.569, 0.230], [-1.966, -1.581, 0.253], [-1.059, 1.454, -0.450], [-1.449, -2.440, -0.365], [-2.965, -1.441, 0.894], [-1.113, 1.503, -1.708], [-1.699, 2.269, 0.236], [-0.197, 0.728, 1.503], [2.607, -1.126, -0.527], [1.908, -0.937, 0.979], [2.589, 0.465, 0.260], [1.053, 0.679, -1.385], [0.548, -1.052, -1.118], [-0.917, 1.384, 1.659]], "mulliken_charge": [-1.3927, -0.0276, 0.0220, 0.8526, 0.9893, -0.4304, -0.4437, -0.6060, -0.7558, -0.3810, 0.3278, 0.4476, 0.3872, 0.3050, 0.2776, 0.4281]}

# 2
{"formula": "C3H6N2OS", "method": "the ωB97M-V functional and the def2-TZVPD basis", "orbital_gap_ev": 9.30, "max_force_ha_per_bohr": 0.1385, "charge": 0, "homo_ev": -8.89, "e_above_lowest_ev": 2.309, "e_tot_ha": -700.80434, "molar_mass_da": 118.2, "species": ["C", "C", "C", "N", "N", "O", "S", "H", "H", "H", "H", "H", "H"], "coordinates": [[-2.351, -0.170, 0.268], [0.800, -0.426, 1.060], [0.386, 0.158, -0.309], [-3.022, -1.118, 0.218], [1.199, 1.121, -0.857], [-0.084, -0.689, -1.205], [-1.512, 1.251, 0.261], [1.821, -0.953, 0.716], [0.862, 0.272, 1.749], [0.003, -1.082, 1.282], [1.076, 1.208, -1.862], [1.328, 1.925, -0.293], [-0.507, -1.497, -1.027]], "mulliken_charge": [0.4365, -1.0181, 0.4127, -0.4923, -0.4998, -0.5419, -0.2797, 0.3063, 0.4122, 0.3648, 0.2399, 0.2564, 0.4031]}

# 3
{"formula": "C3H6N2OS", "method": "the ωB97M-V functional and the def2-TZVPD basis", "orbital_gap_ev": 10.17, "max_force_ha_per_bohr": 0.0268, "charge": 0, "homo_ev": -9.78, "e_above_lowest_ev": 2.396, "e_tot_ha": -700.80116, "smiles": "C/N=C\\N(S)C=O", "molar_mass_da": 118.2, "species": ["C", "N", "C", "N", "S", "C", "O", "H", "H", "H", "H", "H", "H"], "coordinates": [[-0.033, 2.080, -0.040], [-0.761, 1.152, 0.872], [-0.667, -0.094, 0.809], [0.057, -0.864, -0.207], [-0.465, -0.930, -1.844], [1.009, -1.737, 0.234], [1.369, -1.845, 1.392], [-0.037, 1.734, -1.116], [1.036, 2.223, 0.306], [-0.475, 3.054, 0.129], [-0.951, -0.769, 1.666], [-1.514, -1.736, -1.559], [1.433, -2.269, -0.641]], "mulliken_charge": [-0.6083, -0.3958, 0.0825, -0.0680, -0.1388, 0.1307, -0.5402, 0.2052, 0.2563, 0.2706, 0.3266, 0.1546, 0.3245]}